Entry 1:
{"formula": "C4H3ClSi", "method": "the ωB97M-V functional and the def2-TZVPD basis", "elements": ["Si", "H", "C", "H", "C", "C", "Cl", "H", "C"], "coordinates": [[1.12, -1.94, 0.26], [-2.23, -1.02, -0.01], [2.65, 0.47, 1.50], [2.96, 1.39, 1.82], [-2.40, 0.91, -1.09], [-2.38, -0.22, -0.69], [0.79, -0.86, -1.41], [-2.65, 1.85, -1.51], [2.14, -0.57, 1.13]], "lowdin_charge": [0.27, 0.01, 0.01, -0.01, -0.01, -0.05, 0.18, 0.02, -0.41], "homo_energy_ha": -0.348, "gap_ev": 8.437, "fmax_ev_per_a": 3.169, "relative_energy_kcal_mol": 56.9, "total_energy_ha": -903.75059}

***

Entry 2:
{"formula": "C5H6F3N3O", "method": "the ωB97M-V functional and the def2-TZVPD basis", "elements": ["F", "C", "O", "C", "C", "C", "N", "H", "H", "F", "H", "H", "C", "N", "N", "H", "H", "F"], "coordinates": [[2.38, -1.41, -1.03], [-1.24, -2.26, 0.78], [-1.91, 2.19, -0.30], [2.24, -0.32, -0.26], [-1.24, 1.21, 0.02], [0.24, 1.29, -0.32], [-1.72, 0.01, 0.49], [-2.43, -0.43, -0.06], [-0.44, -2.97, 0.87], [2.57, -0.76, 1.02], [-1.64, -2.31, -0.23], [-0.15, 3.23, -0.70], [0.88, 0.16, -0.29], [0.61, 2.53, -0.72], [-0.86, -0.81, 1.08], [-2.17, -2.50, 1.32], [1.61, 2.71, -1.02], [3.29, 0.45, -0.66]], "mulliken_spin": [0.01, -0.01, 0.08, 0.11, 0.05, -0.03, 0.16, -0.01, 0.01, 0.01, 0.02, 0.00, 0.78, 0.01, 0.77, 0.02, 0.00, 0.03], "spin_multiplicity": 3, "homo_energy_ha": [-0.297, -0.330], "gap_ev": [8.180, 7.365], "fmax_ev_per_a": 3.116, "relative_energy_kcal_mol": 0.0, "total_energy_ha": -733.05884}

***

Entry 3:
{"formula": "H12O6", "method": "the ωB97M-V functional and the def2-TZVPD basis", "elements": ["O", "H", "H", "H", "O", "O", "O", "H", "H", "H", "H", "O", "O", "H", "H", "H", "H", "H"], "coordinates": [[-2.28, -2.24, -1.35], [-3.00, -2.76, 1.27], [3.78, 2.79, -0.35], [-1.54, -1.79, -0.93], [0.01, 1.07, 0.87], [-1.35, 3.07, 1.04], [-2.11, -2.60, 0.94], [-2.25, 3.10, 0.70], [3.44, 1.68, 0.63], [1.85, -1.62, -1.33], [-3.03, -1.64, -1.22], [2.58, -1.83, -1.92], [3.07, 2.46, 0.21], [3.18, -1.09, -1.82], [-0.83, 2.76, 0.29], [-0.26, 0.54, 1.63], [0.89, 1.39, 1.11], [-1.54, -2.75, 1.71]], "lowdin_charge": [-0.08, 0.05, 0.04, 0.02, -0.07, -0.08, -0.07, 0.03, 0.03, 0.03, 0.03, -0.06, -0.05, 0.03, 0.02, 0.05, 0.03, 0.05], "homo_energy_ha": -0.380, "gap_ev": 10.455, "fmax_ev_per_a": 1.591, "relative_energy_kcal_mol": 57.0, "total_energy_ha": -458.58171, "smiles": "O.O.O.O.O.O"}

***

Entry 4:
{"formula": "C24H24CrN6O2S3", "method": "the ωB97M-V functional and the def2-TZVPD basis", "elements": ["H", "C", "C", "H", "H", "H", "H", "S", "C", "H", "C", "H", "C", "H", "C", "C", "C", "H", "O", "N", "H", "S", "N", "H", "C", "H", "H", "N", "C", "C", "C", "H", "N", "C", "C", "C", "H", "H", "C", "H", "Cr", "H", "S", "C", "C", "H", "H", "C", "N", "C", "C", "H", "H", "O", "C", "N", "C", "C", "H", "H"], "coordinates": [[6.05, 0.48, -3.36], [-2.28, -0.86, -0.12], [4.48, -0.76, -4.18], [-3.64, 1.92, -1.16], [-0.99, -1.29, 4.66], [-3.70, -0.65, 2.08], [2.80, -1.96, -4.74], [-0.77, -0.83, -0.99], [-1.00, 0.42, 2.56], [2.32, -2.22, 1.19], [-0.32, 4.26, -0.38], [-5.02, 0.43, 0.54], [-0.12, 2.96, 0.08], [-2.92, -2.03, 2.81], [-2.90, 1.14, -1.32], [-3.42, -1.68, 1.91], [0.98, 3.69, -2.30], [0.51, -3.30, 4.93], [-1.51, 3.17, 2.01], [0.80, -1.01, 1.83], [-0.95, -3.02, 0.07], [2.82, 1.34, 1.60], [-0.49, 1.15, 1.52], [-1.17, -3.08, 1.83], [-0.25, -1.56, 3.92], [0.10, 5.63, -1.98], [-0.91, 4.93, 0.22], [-2.48, -1.80, 0.81], [5.09, 0.01, -3.21], [3.15, -0.39, -1.78], [-1.68, -3.01, 0.87], [2.21, -3.74, 3.15], [0.63, 2.07, -0.58], [1.15, 2.43, -1.75], [2.58, -1.19, -2.76], [-0.80, 2.47, 1.32], [-4.88, -1.22, -0.11], [-5.16, 0.13, -1.19], [0.59, -2.65, 4.07], [1.62, -1.66, -2.58], [0.88, 0.38, 0.44], [4.99, -0.89, -5.13], [4.92, 1.13, -0.63], [-0.12, -0.77, 2.79], [3.25, -1.36, -3.96], [1.72, 1.67, -2.27], [-4.31, -2.30, 1.76], [-4.65, -0.18, -0.28], [2.61, -0.05, -0.57], [1.60, -2.06, 1.99], [1.53, -2.90, 3.08], [-2.89, 0.86, -2.38], [-2.34, -3.87, 0.77], [-2.03, 0.62, 3.17], [4.42, 0.19, -2.01], [-3.22, 0.01, -0.48], [3.41, 0.73, 0.13], [0.24, 4.63, -1.59], [1.41, 3.92, -3.26], [-1.91, 1.54, -1.07]], "mulliken_spin": [0.00, 0.00, 0.00, 0.00, 0.00, 0.00, 0.00, -0.03, -0.02, 0.00, -0.01, 0.00, 0.04, 0.00, -0.01, 0.00, -0.01, 0.00, 0.02, -0.12, 0.00, -0.08, -0.01, 0.00, -0.01, 0.00, 0.00, 0.00, 0.00, 0.00, 0.00, 0.00, -0.10, 0.05, 0.00, -0.01, 0.00, 0.00, 0.01, 0.01, 3.17, 0.00, 0.01, 0.03, 0.00, -0.01, 0.00, 0.00, -0.03, 0.04, 0.00, 0.00, 0.00, 0.02, 0.00, 0.00, 0.04, 0.01, 0.00, 0.01], "spin_multiplicity": 4, "homo_energy_ha": [-0.396, -0.398], "gap_ev": [7.567, 7.398], "fmax_ev_per_a": 1.612, "relative_energy_kcal_mol": 3.0, "charge": 1, "total_energy_ha": -3646.98134}